Record 1
The following is a DFT calculation (ωB97M-V/def2-TZVPD) of a 2-piece molecular cluster, C5H15NO overall.

Last column: Löwdin charge in e.
Geometry (Å):
O1 -2.1083 2.2110 1.6066  -0.08
N1 0.2440 0.7504 0.8707  -0.13
C1 1.3843 0.7434 1.8366  -0.10
C2 -1.0313 -0.6281 -0.6445  -0.24
C3 1.4072 0.1127 -1.2791  -0.03
C4 -1.0985 -2.0033 -1.3234  -0.11
C5 0.3889 -0.3121 -0.1817  -0.39
H1 0.3961 1.6216 0.3707  0.10
H2 2.3391 1.1221 1.4677  0.07
H3 -1.7042 -0.6207 0.2262  0.11
H4 -0.6392 -2.8173 -0.7585  0.07
H5 2.3053 -0.4789 -1.1172  0.07
H6 0.9920 -0.1918 -2.2363  0.07
H7 1.7046 1.1518 -1.1534  0.07
H8 -0.4075 -1.9968 -2.1953  0.07
H9 1.5567 -0.3002 2.1125  0.08
H10 0.7523 -1.2190 0.3026  0.12
H11 -2.5749 2.0364 0.8004  0.01
H12 -1.3175 1.6346 1.5892  -0.01
H13 0.9890 1.3120 2.6835  0.08
H14 -2.0707 -2.2650 -1.7344  0.07
H15 -1.5073 0.1372 -1.2431  0.11

As for the energy above the lowest of the compared OMol25 structures with the same formula, charge and spin: 1.0188 eV. The value obtained for the calculated total energy is -8965.33976 eV. Its orbital gap is 10.469 eV. As for the charge: 0. The calculation puts the LUMO energy at 0.922 eV. Its largest force on an atom is 1.852 eV/A. The HOMO energy is -9.55 eV.

***

Record 2
The following is a DFT calculation (ωB97M-V/def2-TZVPD) of C5H15NO as an isolated structure.

Last column: Löwdin charge in e.
Geometry (Å):
O1 -0.1172 -0.1022 -0.8696  -0.24
N1 1.8327 -1.5010 -1.0680  0.06
C1 1.2750 -0.1683 -1.1223  -0.52
C2 -0.8123 -0.3614 0.5841  -0.33
C3 2.1043 0.7605 -0.2359  -0.05
C4 -0.7640 0.7573 1.6070  -0.07
C5 -2.2132 -0.8636 0.3083  -0.07
H1 -0.1819 -1.1936 0.9157  0.12
H2 -1.2598 0.4134 2.5197  0.09
H3 -1.2858 1.6354 1.2317  0.06
H4 -1.5153 2.0427 -1.1147  0.06
H5 -2.5936 -1.3761 1.1942  0.08
H6 -1.0559 1.4026 -1.3555  0.06
H7 2.1261 0.3915 0.7892  0.07
H8 0.2502 1.0356 1.8757  0.06
H9 3.1269 0.7947 -0.6055  0.08
H10 -2.2036 -1.5716 -0.5171  0.08
H11 1.3026 -2.1271 -1.6643  0.08
H12 1.6795 1.7614 -0.2409  0.08
H13 1.8099 -1.8636 -0.1207  0.07
H14 1.3648 0.1694 -2.1648  0.14
H15 -2.8697 -0.0362 0.0539  0.07

As for the energy above the lowest of the compared OMol25 structures with the same formula, charge and spin: 2.2181 eV. The value obtained for the calculated total energy is -8964.14049 eV. Its orbital gap is 10.312 eV. As for the charge: 0. The calculation puts the LUMO energy at 1.042 eV. Its largest force on an atom is 2.931 eV/A. The HOMO energy is -9.27 eV.

***

Record 3
The following is a DFT calculation (ωB97M-V/def2-TZVPD) of a 2-piece molecular cluster, C5H15NO overall.

Last column: Löwdin charge in e.
Geometry (Å):
O1 -4.6192 2.4338 -1.0681  -0.07
N1 0.6580 1.8447 0.4395  0.00
C1 1.9139 -0.5882 1.8044  -0.08
C2 0.0684 -2.2036 -1.1356  -0.08
C3 0.8214 -0.7650 0.7136  -0.36
C4 0.8408 0.5405 -0.1831  -0.26
C5 1.3207 -1.8654 -0.2338  -0.23
H1 2.1289 -1.5353 -0.7280  0.06
H2 0.4472 -2.9338 -1.8653  0.07
H3 -5.2677 2.2123 -1.6848  -0.02
H4 1.7329 0.4838 -0.8348  0.11
H5 -0.2628 2.2790 0.4986  0.07
H6 -4.3606 3.3193 -1.5249  0.09
H7 -0.2052 -0.9367 1.0707  0.14
H8 1.7452 -2.6494 0.3302  0.09
H9 2.1294 -1.4842 2.4207  0.08
H10 0.9619 1.9139 1.3506  0.01
H11 1.4669 0.1485 2.4770  0.06
H12 -0.0099 0.4428 -0.9713  0.12
H13 2.8830 -0.3426 1.4042  0.08
H14 -0.2000 -1.3468 -1.7874  0.07
H15 -0.6323 -2.6640 -0.4806  0.06

As for the energy above the lowest of the compared OMol25 structures with the same formula, charge and spin: 1.8770 eV. The value obtained for the calculated total energy is -8964.48161 eV. Its orbital gap is 9.693 eV. As for the charge: 0. The calculation puts the LUMO energy at 0.824 eV. Its largest force on an atom is 5.089 eV/A. The HOMO energy is -8.87 eV.

***

Record 4
The following is a DFT calculation (ωB97M-V/def2-TZVPD) of a 2-piece molecular cluster, C5H15NO overall.

Last column: Löwdin charge in e.
Geometry (Å):
O1 -1.1118 3.4150 0.0515  -0.06
N1 -0.2729 -0.9540 -0.5668  -0.27
C1 -0.5352 -1.2595 -1.9622  -0.11
C2 -1.4588 -0.3707 0.0159  -0.12
C3 1.2990 0.2695 0.9433  -0.26
C4 0.8852 -0.0717 -0.4792  -0.24
C5 1.6089 -0.9568 1.7763  -0.11
H1 2.4048 -1.5785 1.3617  0.07
H2 -1.4180 -1.8885 -2.0256  0.08
H3 1.9105 -0.6841 2.7885  0.07
H4 2.1290 0.9738 0.9614  0.11
H5 0.7302 0.8581 -1.0422  0.11
H6 0.3156 -1.7915 -2.3736  0.08
H7 -1.8377 0.4971 -0.5524  0.08
H8 1.7314 -0.5732 -0.9711  0.12
H9 -2.2628 -1.1010 0.0653  0.08
H10 -0.7214 -0.3421 -2.5284  0.08
H11 0.4807 0.7983 1.4341  0.08
H12 -1.6676 3.0561 -0.6498  0.03
H13 0.7202 -1.5764 1.8640  0.07
H14 -1.3314 0.0128 1.0234  0.07
H15 -1.5979 3.2674 0.8659  0.03

As for the energy above the lowest of the compared OMol25 structures with the same formula, charge and spin: 0.9121 eV. The value obtained for the calculated total energy is -8965.44650 eV. Its orbital gap is 9.381 eV. As for the charge: 0. The calculation puts the LUMO energy at 0.769 eV. Its largest force on an atom is 0.608 eV/A. The HOMO energy is -8.61 eV.

***

Record 5
The following is a DFT calculation (ωB97M-V/def2-TZVPD) of a 2-piece molecular cluster, C5H15NO overall.

Last column: Löwdin charge in e.
Geometry (Å):
O1 -0.2331 -2.8797 2.0815  -0.02
N1 -0.0090 0.6606 -0.4167  0.02
C1 -1.5038 1.0586 1.6079  -0.03
C2 -0.7701 0.0364 0.7084  -0.19
C3 1.2813 1.1932 0.0696  0.01
C4 0.1515 -0.3464 -1.5155  -0.19
C5 1.0616 0.0674 -2.6114  -0.08
H1 -0.8017 1.8730 1.8071  0.08
H2 1.4462 2.1832 -0.3737  0.13
H3 1.2837 1.3926 1.1374  0.10
H4 0.8812 1.0824 -2.9696  0.10
H5 -1.6775 0.6312 2.5912  0.09
H6 -0.8854 -0.4021 -1.8781  0.14
H7 2.1292 0.1146 -2.3526  0.09
H8 0.3787 -1.3371 -1.1068  0.16
H9 2.0596 0.5108 -0.2636  0.11
H10 -2.4525 1.3479 1.1743  0.09
H11 -0.6797 -2.0663 2.2494  -0.01
H12 -1.5555 -0.4557 0.1285  0.13
H13 -0.9904 -3.4489 2.0927  0.04
H14 -0.1680 -0.6245 1.3168  0.11
H15 1.0536 -0.5911 -3.4768  0.10

The expectation value of S² is 0.75. As for the energy above the lowest of the compared OMol25 structures with the same formula, charge and spin: 1.1620 eV. The value obtained for the calculated total energy is -8956.72470 eV. Its orbital gap (alpha / beta) is 12.416 / 7.393 eV. As for the charge: +1. As for the spin multiplicity: 2. The calculation puts the LUMO energy (alpha / beta) at -2.698 / -7.727 eV. Its largest force on an atom is 5.196 eV/A. The HOMO energy (alpha / beta) is -15.11 / -15.12 eV.

***

Q: What is the largest force on an atom in the third record?
A: 5.089 eV/A

***

What did the first record say?
The following is a DFT calculation (ωB97M-V/def2-TZVPD) of a 2-piece molecular cluster, C5H15NO overall.

Last column: Löwdin charge in e.
Geometry (Å):
O1 -2.1083 2.2110 1.6066  -0.08
N1 0.2440 0.7504 0.8707  -0.13
C1 1.3843 0.7434 1.8366  -0.10
C2 -1.0313 -0.6281 -0.6445  -0.24
C3 1.4072 0.1127 -1.2791  -0.03
C4 -1.0985 -2.0033 -1.3234  -0.11
C5 0.3889 -0.3121 -0.1817  -0.39
H1 0.3961 1.6216 0.3707  0.10
H2 2.3391 1.1221 1.4677  0.07
H3 -1.7042 -0.6207 0.2262  0.11
H4 -0.6392 -2.8173 -0.7585  0.07
H5 2.3053 -0.4789 -1.1172  0.07
H6 0.9920 -0.1918 -2.2363  0.07
H7 1.7046 1.1518 -1.1534  0.07
H8 -0.4075 -1.9968 -2.1953  0.07
H9 1.5567 -0.3002 2.1125  0.08
H10 0.7523 -1.2190 0.3026  0.12
H11 -2.5749 2.0364 0.8004  0.01
H12 -1.3175 1.6346 1.5892  -0.01
H13 0.9890 1.3120 2.6835  0.08
H14 -2.0707 -2.2650 -1.7344  0.07
H15 -1.5073 0.1372 -1.2431  0.11

As for the energy above the lowest of the compared OMol25 structures with the same formula, charge and spin: 1.0188 eV. The value obtained for the calculated total energy is -8965.33976 eV. Its orbital gap is 10.469 eV. As for the charge: 0. The calculation puts the LUMO energy at 0.922 eV. Its largest force on an atom is 1.852 eV/A. The HOMO energy is -9.55 eV.

***

Repeat the fifth record exactly.
The following is a DFT calculation (ωB97M-V/def2-TZVPD) of a 2-piece molecular cluster, C5H15NO overall.

Last column: Löwdin charge in e.
Geometry (Å):
O1 -0.2331 -2.8797 2.0815  -0.02
N1 -0.0090 0.6606 -0.4167  0.02
C1 -1.5038 1.0586 1.6079  -0.03
C2 -0.7701 0.0364 0.7084  -0.19
C3 1.2813 1.1932 0.0696  0.01
C4 0.1515 -0.3464 -1.5155  -0.19
C5 1.0616 0.0674 -2.6114  -0.08
H1 -0.8017 1.8730 1.8071  0.08
H2 1.4462 2.1832 -0.3737  0.13
H3 1.2837 1.3926 1.1374  0.10
H4 0.8812 1.0824 -2.9696  0.10
H5 -1.6775 0.6312 2.5912  0.09
H6 -0.8854 -0.4021 -1.8781  0.14
H7 2.1292 0.1146 -2.3526  0.09
H8 0.3787 -1.3371 -1.1068  0.16
H9 2.0596 0.5108 -0.2636  0.11
H10 -2.4525 1.3479 1.1743  0.09
H11 -0.6797 -2.0663 2.2494  -0.01
H12 -1.5555 -0.4557 0.1285  0.13
H13 -0.9904 -3.4489 2.0927  0.04
H14 -0.1680 -0.6245 1.3168  0.11
H15 1.0536 -0.5911 -3.4768  0.10

The expectation value of S² is 0.75. As for the energy above the lowest of the compared OMol25 structures with the same formula, charge and spin: 1.1620 eV. The value obtained for the calculated total energy is -8956.72470 eV. Its orbital gap (alpha / beta) is 12.416 / 7.393 eV. As for the charge: +1. As for the spin multiplicity: 2. The calculation puts the LUMO energy (alpha / beta) at -2.698 / -7.727 eV. Its largest force on an atom is 5.196 eV/A. The HOMO energy (alpha / beta) is -15.11 / -15.12 eV.

***

Q: What is the formula in the first record?
A: C5H15NO